No. 1
A molecular structure, C11H21Cl3HfIO4P2 in a non-equilibrium geometry. Source: the OMol25 dataset; level of theory: ωB97M-V/def2-TZVPD.

Total charge: +3
Energy relative to the best compared isomer or geometry (same formula, charge and spin) in eV: 0.000
LUMO level in Eh: -0.557

Geometry (Å):
C1 0.24 2.26 -1.59
C2 0.60 0.91 -2.17
H1 1.12 2.91 -1.71
H2 -0.08 2.45 -0.51
H3 -0.58 2.68 -2.20
O1 0.68 0.77 -3.39
I1 -1.62 2.27 2.11
Hf1 -0.38 0.72 0.30
P1 -2.18 -0.30 -1.33
C3 -1.93 -2.09 -1.61
C4 -3.79 -0.24 -0.48
H4 -4.53 -0.81 -1.07
H5 -3.17 -0.36 -3.53
H6 -4.12 0.80 -0.38
H7 -3.02 1.32 -2.90
H8 -1.94 -2.61 -0.64
H9 -3.70 -0.68 0.52
C5 -2.52 0.34 -2.99
H10 -2.74 -2.47 -2.25
H11 -1.58 0.48 -3.54
H12 -0.96 -2.26 -2.08
P2 2.22 0.81 0.85
C6 3.23 -0.70 0.79
C7 3.30 2.05 0.06
H13 1.99 2.25 2.80
H14 3.37 1.10 2.95
H15 1.67 0.54 3.21
C8 2.32 1.22 2.63
H16 2.78 3.02 0.00
H17 4.22 2.17 0.65
H18 4.05 -0.61 1.52
H19 3.64 -0.84 -0.22
H20 3.55 1.73 -0.96
H21 2.60 -1.57 1.05
C9 0.95 -0.31 -1.29
O2 1.39 -1.38 -1.61
Cl1 -0.67 -3.97 3.84
C10 -1.05 -2.39 3.20
Cl2 -2.75 -2.30 2.66
Cl3 -0.71 -1.10 4.39
C11 -0.16 -2.08 1.95
O3 0.75 -2.81 1.59
O4 -0.48 -0.92 1.39

Mulliken population analysis, charges in e, atoms 1 to 8:
1 C -0.442
2 C 0.238
3 H 0.453
4 H 0.160
5 H 0.478
6 O -0.280
7 I 0.096
8 Hf -0.172

No. 2
A molecular structure, C28H43N3OOsS2Si3 in a non-equilibrium geometry. Source: the OMol25 dataset; level of theory: ωB97M-V/def2-TZVPD.

Total charge: +2
Energy relative to the best compared isomer or geometry (same formula, charge and spin) in eV: 0.000
<S²>: 6.06
Spin multiplicity: 5
LUMO level (alpha / beta) in Eh: -0.218 / -0.294

Geometry (Å):
Os1 11.45 10.03 11.83
C1 15.41 10.56 12.20
Si1 14.72 8.85 11.74
C2 16.00 7.95 10.72
C3 14.65 7.73 13.29
C4 12.95 8.97 10.89
Si2 13.05 9.70 9.14
C5 12.11 8.83 7.73
C6 12.17 11.36 9.19
C7 14.77 9.91 8.63
Si3 12.24 7.22 10.89
C8 11.73 6.36 12.46
C9 13.09 5.96 9.83
C10 10.43 7.57 10.20
C11 9.49 6.75 9.63
C12 8.26 7.30 9.26
C13 7.83 8.53 9.62
C14 8.80 9.30 10.31
N1 10.02 8.82 10.56
H1 16.27 10.44 12.90
H2 14.73 11.25 12.63
H3 15.86 11.08 11.37
H4 16.44 8.53 9.97
H5 15.64 7.03 10.28
H6 16.80 7.71 11.42
H7 14.22 6.74 13.06
H8 14.06 8.25 14.11
H9 15.69 7.67 13.65
H10 11.04 8.74 7.82
H11 12.50 7.88 7.48
H12 12.23 9.52 6.87
H13 11.12 11.24 9.27
H14 12.24 11.74 8.21
H15 12.50 12.12 9.91
H16 15.29 8.96 8.45
H17 15.30 10.57 9.28
H18 14.71 10.40 7.68
H19 12.48 5.72 12.99
H20 10.93 5.57 12.26
H21 11.36 7.03 13.24
H22 13.97 5.56 10.25
H23 13.35 6.25 8.81
H24 12.39 5.08 9.77
H25 9.76 5.74 9.31
H26 7.54 6.63 8.72
H27 6.94 8.95 9.21
H28 8.57 10.30 10.62
C15 10.30 11.11 22.19
C16 10.70 10.75 20.79
O1 10.12 10.06 19.98
S1 12.29 11.52 20.40
C17 12.44 11.22 18.68
C18 12.70 12.39 17.91
C19 12.81 12.25 16.53
C20 12.66 10.97 15.97
C21 12.39 9.86 16.73
C22 12.28 9.97 18.10
C23 12.61 10.71 14.59
C24 12.25 10.21 13.54
H29 9.27 10.95 22.40
H30 10.48 12.25 22.20
H31 11.04 10.69 22.84
H32 12.87 13.34 18.39
H33 12.94 13.15 16.02
H34 12.18 8.88 16.27
H35 11.99 9.12 18.70
S2 10.09 12.03 11.84
C25 9.29 12.45 13.40
N2 8.44 13.47 13.44
C26 8.07 14.19 14.64
C27 8.86 13.67 15.84
C28 8.98 12.13 15.72
N3 9.55 11.69 14.43
H36 8.09 13.93 12.53
H37 7.02 14.11 14.80
H38 8.28 15.25 14.39
H39 8.35 13.97 16.75
H40 9.91 14.09 15.83
H41 7.94 11.75 15.84
H42 9.59 11.68 16.52
H43 10.31 11.03 14.30

Mulliken population analysis, charges in e, atoms 1 to 8:
1 Os 0.700
2 C -1.213
3 Si 0.442
4 C -1.366
5 C -0.943
6 C 0.202
7 Si 0.522
8 C -1.310

No. 3
3 unconnected molecules or ions with the total composition C6H14O2 in a non-equilibrium geometry. Source: the OMol25 dataset; level of theory: ωB97M-V/def2-TZVPD.

Energy relative to the best compared isomer or geometry (same formula, charge and spin) in eV: 5.483
LUMO level in Eh: -0.105

Geometry (Å):
C1 0.87 2.78 -0.23
C2 1.08 1.32 -0.63
C3 2.34 1.01 -1.09
C4 0.47 -1.01 0.05
C5 0.09 0.34 -0.34
C6 -1.30 0.77 -0.10
H1 0.23 3.33 -0.93
H2 1.84 3.26 -0.34
H3 0.49 2.79 0.79
H4 2.53 0.01 -1.43
H5 3.16 1.69 -0.92
H6 -0.35 -1.73 -0.14
H7 1.28 -1.41 -0.57
H8 -1.87 -0.07 0.32
H9 -1.91 1.09 -0.95
H10 -1.29 1.69 0.49
H11 -3.23 -2.49 0.87
H12 0.81 -1.17 1.08
O1 -2.52 -1.94 0.51
H13 -0.39 -4.30 1.38
H14 -1.76 -2.60 0.83
O2 -0.57 -3.35 1.34

Mulliken population analysis, charges in e, atoms 1 to 8:
1 C -1.366
2 C 0.925
3 C -0.945
4 C -1.172
5 C 0.998
6 C -0.968
7 H 0.319
8 H 0.404

No. 4
A molecular structure, C9H4Cl2ErN2O3Pm in a non-equilibrium geometry. Source: the OMol25 dataset; level of theory: ωB97M-V/def2-TZVPD.

Total charge: +4
<S²>: 15.76
Spin multiplicity: 8
LUMO level (alpha / beta) in Eh: -0.592 / -0.597

Geometry (Å):
Er1 -1.11 4.94 -2.27
Pm1 -1.30 0.94 -1.15
Cl1 -1.99 2.64 -3.30
Cl2 -1.36 3.64 -0.09
C1 0.66 -0.46 -0.42
C2 -2.00 6.37 -3.96
C3 -0.15 7.19 -2.54
O1 1.33 -1.12 0.26
O2 -2.56 6.89 -4.84
O3 0.10 8.29 -2.81
N1 -5.15 -5.11 1.47
C4 -4.28 -4.36 1.25
C5 -3.29 -3.33 0.92
C6 -3.07 -2.25 1.77
C7 -2.34 -1.15 1.34
N2 -1.97 -1.08 0.03
C8 -1.87 -2.23 -0.70
C9 -2.64 -3.33 -0.32
H1 -3.57 -2.25 2.74
H2 -2.07 -0.29 1.96
H3 -1.21 -2.18 -1.58
H4 -2.80 -4.16 -1.00

Mulliken population analysis, charges in e, atoms 1 to 8:
1 Er 1.875
2 Pm 1.997
3 Cl -0.364
4 Cl -0.357
5 C 0.056
6 C 0.008
7 C 0.122
8 O 0.042

No. 5
A gas-phase ion, C5H10N2O (charge +2) in a non-equilibrium geometry. Source: the OMol25 dataset; level of theory: ωB97M-V/def2-TZVPD.

Total charge: +2
Energy relative to the best compared isomer or geometry (same formula, charge and spin) in eV: 2.852
LUMO level in Eh: -0.417

Geometry (Å):
C1 -1.85 1.37 0.23
C2 -2.05 -0.07 0.37
C3 0.15 0.46 -0.22
C4 -0.51 -2.04 0.25
C5 2.57 0.51 -0.28
N1 -0.66 1.63 -0.06
N2 -0.97 -0.67 0.24
O1 1.28 0.46 0.48
H1 -2.73 1.93 0.39
H2 -2.96 -0.63 0.81
H3 0.24 0.03 -1.30
H4 -1.21 -2.87 0.47
H5 -0.18 -2.21 -0.78
H6 0.50 -2.03 0.84
H7 3.16 0.97 0.52
H8 2.48 1.19 -1.18
H9 2.85 -0.49 -0.69
H10 -0.12 2.46 -0.09

Mulliken population analysis, charges in e, atoms 1 to 8:
1 C -0.257
2 C 0.196
3 C -0.240
4 C -0.650
5 C -0.615
6 N 0.150
7 N 0.119
8 O -0.343

No. 6
A molecular structure, C5H9CoNaO4 in a non-equilibrium geometry. Source: the OMol25 dataset; level of theory: ωB97M-V/def2-TZVPD.

Total charge: +1
<S²>: 6.03
Spin multiplicity: 5
LUMO level (alpha / beta) in Eh: -0.165 / -0.208

Geometry (Å):
O1 2.72 -0.27 1.63
C1 1.72 -0.13 2.41
C2 0.39 0.14 2.09
O2 0.20 0.36 0.71
C3 -0.99 -0.08 0.10
C4 -0.93 0.27 -1.37
O3 0.20 -0.35 -1.94
C5 0.29 -0.19 -3.34
Na1 2.05 -0.20 -0.51
H1 1.93 -0.18 3.51
H2 -1.88 0.39 0.56
H3 -1.10 -1.17 0.21
H4 -0.86 1.37 -1.50
H5 -1.85 -0.08 -1.86
H6 1.22 -0.68 -3.67
H7 -0.57 -0.67 -3.84
H8 0.33 0.87 -3.61
Co1 -0.95 -1.03 3.10
O4 -1.40 0.44 4.00
H9 -0.53 1.20 3.33

Mulliken population analysis, charges in e, atoms 1 to 8:
1 O -0.668
2 C 0.337
3 C -0.344
4 O -0.335
5 C -0.362
6 C -0.705
7 O -0.369
8 C -0.786

Number 1: total energy -85458.686 eV. Number 2: total energy -84007.244 eV. Number 3: total energy -10539.134 eV. Number 4: total energy -87695.351 eV. Number 5: total energy -10353.748 eV. Number 6: total energy -55553.005 eV.